P.
This record from the OMol25 dataset describes the molecule C3H4N2S. The level of theory is wB97M-V/def2-TZVPD.

Bonds (Å) are listed after each position.
CARTESIAN COORDINATES (ANGSTROEM)
1 C 0.9948 2.4646 -0.2382  C3 1.337, N4 1.180
2 C -0.3347 -0.8539 -0.0810  N5 1.406, S6 1.648, H7 1.139
3 C 0.2047 1.5019 0.2484  C1 1.337, S6 1.696, H8 1.118
4 N 1.7583 3.2784 -0.6218  C1 1.180
5 N -0.7447 -2.1068 0.4076  C2 1.406, H9 1.038, H10 1.000
6 S 0.5202 0.0256 1.0203  C2 1.648, C3 1.696
7 H -0.6777 -0.5851 -1.1330  C2 1.139
8 H -0.7761 1.4649 -0.2863  C3 1.118
9 H -0.9294 -2.7963 -0.3458  N5 1.038
10 H -0.0156 -2.3932 1.0299  N5 1.000

Values from the calculation:
* charge: 0
* LUMO energy (spin up / spin down): -0.404 / -1.074 eV
* spin multiplicity: 1

---

Q.
This record from the OMol25 dataset describes the molecule C3H4N2S. The level of theory is wB97M-V/def2-TZVPD.

Bonds (Å) are listed after each position.
CARTESIAN COORDINATES (ANGSTROEM)
1 H -2.9713 0.1529 0.1913  N2 1.017
2 N -2.2618 -0.5595 0.0360  H1 1.017, C3 1.238
3 C -1.1058 -0.1228 -0.0433  N2 1.238, C4 1.658, S7 1.698
4 C 0.2016 -1.1371 -0.1423  C3 1.658, N5 1.242, H8 1.101
5 N 1.3090 -0.5811 -0.0651  C4 1.242, C6 1.455
6 C 1.2842 0.8693 0.0488  N5 1.455, S7 1.809, H9 1.036, H10 1.137
7 S -0.4309 1.4350 -0.0554  C3 1.698, C6 1.809
8 H 0.1555 -2.2367 -0.1761  C4 1.101
9 H 1.7745 1.0186 0.9498  C6 1.036
10 H 2.0451 1.1615 -0.7437  C6 1.137

Values from the calculation:
* charge: 0
* LUMO energy: 0.809 eV
* spin multiplicity: 1
* SMILES: [H]/N=C1/C=NCS1

---

Stability comparison, relative energies in kJ/mol: P 218.0; Q 0.0

---

P.
This record from the OMol25 dataset describes the molecule C3H4N2S. The level of theory is wB97M-V/def2-TZVPD.

Bonds (Å) are listed after each position.
CARTESIAN COORDINATES (ANGSTROEM)
1 S 1.6192 -0.7642 1.0268  C2 1.808, H7 1.334
2 C -0.0771 -0.4581 0.4816  S1 1.808, C3 1.546, C6 1.514, H8 1.095
3 C -0.2742 -0.6410 -1.0407  C2 1.546, N4 1.278, H9 1.084
4 N -0.6610 0.4266 -1.6267  C3 1.278, N5 1.437
5 N -0.9085 1.4290 -0.6277  N4 1.437, C6 1.267
6 C -0.6138 0.9577 0.5113  C2 1.514, N5 1.267, H10 1.080
7 H 2.2454 0.1861 0.3308  S1 1.334
8 H -0.6758 -1.1320 1.1025  C2 1.095
9 H 0.0424 -1.5219 -1.5883  C3 1.084
10 H -0.6965 1.5178 1.4304  C6 1.080

Values from the calculation:
* charge: 0
* LUMO energy: 0.031 eV
* spin multiplicity: 1
* SMILES: SC1C=NN=C1

---

Q.
This record from the OMol25 dataset describes a cluster of 2 separate species, C3H4N2S in total. The level of theory is wB97M-V/def2-TZVPD.

Bonds (Å) are listed after each position.
CARTESIAN COORDINATES (ANGSTROEM)
1 C 1.3640 1.5262 -0.4727  N4 1.160, H10 1.082
2 C 0.4682 -1.3165 0.9216  C3 1.297, H7 1.004, H8 1.132
3 C -0.2576 -0.2420 0.8856  C2 1.297, S6 1.642
4 N 2.2670 1.6188 0.2487  C1 1.160
5 N -1.7306 1.2257 -0.7131  S6 1.556, H9 0.997
6 S -1.6646 0.5853 0.7037  C3 1.642, N5 1.556
7 H 0.4002 -2.1139 0.3146  C2 1.004
8 H 1.3604 -1.3960 1.6139  C2 1.132
9 H -1.8219 2.2124 -0.8244  N5 0.997
10 H 0.5395 1.4743 -1.1712  C1 1.082

Values from the calculation:
* charge: 0
* LUMO energy (spin up / spin down): -0.624 / -0.626 eV
* spin multiplicity: 1

---

Stability comparison, relative energies in kJ/mol: P 0.0; Q 289.4

---

P.
This record from the OMol25 dataset describes a cluster of 3 separate species, C6H14O2 in total. The level of theory is wB97M-V/def2-TZVPD.

Bonds (Å) are listed after each position.
CARTESIAN COORDINATES (ANGSTROEM)
1 C -3.2767 -0.1594 -1.7786  C2 1.514, H7 1.100, H8 1.093, H9 1.095
2 C -2.6713 -0.0995 -0.3917  C1 1.514, C6 1.461, H10 1.108, H11 1.106
3 C 1.7759 1.0463 1.5416  C4 1.490, H12 1.084, H13 1.087, H17 1.091
4 C 0.4899 1.5017 0.9431  C3 1.490, C5 1.381, H14 1.080
5 C -0.3971 0.5637 0.4537  C4 1.381, C6 1.393, H15 1.082
6 C -1.5830 0.8594 -0.2142  C2 1.461, C5 1.393, H16 1.087
7 H -4.1219 -0.8564 -1.8742  C1 1.100
8 H -3.6112 0.7778 -2.2309  C1 1.093
9 H -2.5380 -0.6601 -2.4133  C1 1.095
10 H -3.4305 0.0189 0.4064  C2 1.108
11 H -2.2256 -1.0671 -0.0952  C2 1.106
12 H 2.6408 1.3609 0.9685  C3 1.084
13 H 1.8488 1.3286 2.5885  C3 1.087
14 H 0.2455 2.5429 0.7955  C4 1.080
15 H -0.1974 -0.4935 0.5708  C5 1.082
16 H -1.6523 1.7891 -0.7739  C6 1.087
17 H 1.7342 -0.0435 1.5615  C3 1.091
18 H 2.7393 -1.6449 -1.5450  O19 0.971
19 O 2.6894 -2.2460 -0.7835  H18 0.971, H21 1.115
20 H 4.4671 -1.7927 1.2347  O22 0.952
21 H 3.1889 -1.6544 0.0193  O19 1.115
22 O 3.8853 -1.0718 1.0169  H20 0.952

Values from the calculation:
* charge: 0
* LUMO energy: -3.480 eV
* spin multiplicity: 1

---

Q.
This record from the OMol25 dataset describes a cluster of 2 separate species, C6H14O2 in total. The level of theory is wB97M-V/def2-TZVPD.

Bonds (Å) are listed after each position.
CARTESIAN COORDINATES (ANGSTROEM)
1 C 1.8182 -2.3221 -1.9232  C2 1.508, H8 1.035, H9 1.167, H10 1.172
2 C 0.8383 -1.2635 -1.4839  C1 1.508, C3 1.412, H11 1.024
3 C -0.1152 -1.4131 -0.4530  C2 1.412, C4 1.562, H12 1.024
4 C -1.2772 -0.3693 -0.4134  C3 1.562, C5 1.660, H13 1.039, H14 1.129
5 C -1.2730 0.0386 1.1957  C4 1.660, C6 1.589, H15 1.032, H16 1.080
6 C -1.1390 1.6172 1.3120  C5 1.589, O7 1.384, H17 1.137, H18 1.049
7 O -2.2494 2.4362 1.2038  C6 1.384, H19 0.980
8 H 1.3946 -3.2104 -2.2436  C1 1.035
9 H 2.6358 -1.8260 -2.5927  C1 1.167
10 H 2.5479 -2.8018 -1.1411  C1 1.172
11 H 0.6490 -0.4405 -2.0623  C2 1.024
12 H -0.0811 -2.1624 0.2434  C3 1.024
13 H -1.0938 0.3646 -1.1261  C4 1.039
14 H -2.3253 -0.7627 -0.5571  C4 1.129
15 H -2.0948 -0.3789 1.6600  C5 1.032
16 H -0.3763 -0.3529 1.6536  C5 1.080
17 H -0.9555 1.8892 2.4008  C6 1.137
18 H -0.4561 1.8720 0.5577  C6 1.049
19 H -2.5640 2.4742 0.2762  O7 0.980
20 O 2.6714 0.8808 0.3755  H21 0.952, H22 0.925
21 H 3.5953 1.1089 0.3914  O20 0.952
22 H 2.6367 -0.0353 0.4996  O20 0.925

Values from the calculation:
* charge: 0
* LUMO energy: 0.803 eV
* spin multiplicity: 1
* SMILES: C/C=C/CCCO.O

---

Stability comparison, relative energies in kJ/mol: P 232.5; Q 0.0

---

P.
This record from the OMol25 dataset describes a cluster of 3 separate species, C6H14O2 in total. The level of theory is wB97M-V/def2-TZVPD.

Bonds (Å) are listed after each position.
CARTESIAN COORDINATES (ANGSTROEM)
1 C 0.7637 -1.3273 2.3175  C2 1.326, H7 1.049, H8 1.129
2 C 0.6153 -0.6322 1.1976  C1 1.326, C3 1.476, H9 1.123
3 C 0.1955 -0.8987 -0.1920  C2 1.476, C4 1.509, C5 1.325
4 C -0.2085 -2.3235 -0.4803  C3 1.509, H10 1.132, H11 1.079, H12 1.083
5 C 0.1429 0.1178 -1.0405  C3 1.325, C6 1.504, H13 1.078
6 C -0.2804 0.0113 -2.4799  C5 1.504, H14 1.105, H15 1.073, H16 1.097
7 H 0.5810 -2.3558 2.4164  C1 1.049
8 H 1.1744 -0.6619 3.1316  C1 1.129
9 H 0.7758 0.4778 1.2453  C2 1.123
10 H -0.9584 -2.5020 -1.3093  C4 1.132
11 H -0.6498 -2.8594 0.3460  C4 1.079
12 H 0.7381 -2.8190 -0.6601  C4 1.083
13 H 0.6169 1.0797 -0.9261  C5 1.078
14 H -1.1813 -0.6289 -2.5083  C6 1.105
15 H 0.5350 -0.3818 -3.0563  C6 1.073
16 H -0.7022 0.8806 -3.0001  C6 1.097
17 O -1.6717 2.3047 1.6323  H18 0.964, H19 0.964
18 H -2.1030 1.5047 1.3109  O17 0.964
19 H -1.1558 1.9871 2.3826  O17 0.964
20 O 1.1680 3.2403 -0.3486  H21 0.963, H22 0.975
21 H 0.7480 3.4629 0.4895  O20 0.963
22 H 0.8566 2.3236 -0.4681  O20 0.975

Values from the calculation:
* charge: 0
* LUMO energy: 0.604 eV
* spin multiplicity: 1
* SMILES: C=C/C(C)=C/C.O.O

---

Q.
This record from the OMol25 dataset describes a cluster of 2 separate species, C6H14O2 in total. The level of theory is wB97M-V/def2-TZVPD.

Bonds (Å) are listed after each position.
CARTESIAN COORDINATES (ANGSTROEM)
1 C -2.0309 1.4625 1.2178  C2 1.458, H8 1.111, H9 1.124, H10 1.107
2 C -1.6854 1.2296 -0.1789  C1 1.458, C3 1.581, H11 1.165, H12 1.162
3 C -0.2296 1.7590 -0.4930  C2 1.581, C4 1.505, H13 1.135, H14 1.136
4 C 0.8428 1.3640 0.4865  C3 1.505, C5 1.556, H15 1.151, H16 1.004
5 C 0.8719 -0.1862 0.6183  C4 1.556, C6 1.484, H17 1.176, H18 1.102
6 C 1.7388 -0.9087 -0.3457  C5 1.484, O7 1.165, H19 1.084
7 O 1.7755 -0.7343 -1.4975  C6 1.165
8 H -2.7637 2.2865 1.3530  C1 1.111
9 H -1.1715 1.8247 1.8449  C1 1.124
10 H -2.4227 0.5858 1.7690  C1 1.107
11 H -2.4181 1.8841 -0.8058  C2 1.165
12 H -1.6848 0.1409 -0.5838  C2 1.162
13 H -0.3264 2.8859 -0.5884  C3 1.135
14 H 0.0673 1.3880 -1.5243  C3 1.136
15 H 0.6250 1.7138 1.5616  C4 1.151
16 H 1.7944 1.5332 0.2141  C4 1.004
17 H 1.0683 -0.4187 1.7543  C5 1.176
18 H -0.1423 -0.4879 0.3101  C5 1.102
19 H 2.5421 -1.5835 -0.0714  C6 1.084
20 O -0.7253 -3.4482 -0.0254  H21 0.940, H22 0.967
21 H -0.7928 -3.4951 -0.9614  O20 0.940
22 H 0.1780 -3.1189 0.0803  O20 0.967

Values from the calculation:
* charge: 0
* LUMO energy: 0.846 eV
* spin multiplicity: 1
* SMILES: CCCCCC=O.O

---

R.
This record from the OMol25 dataset describes the molecule C6H14O2. The level of theory is wB97M-V/def2-TZVPD.

Bonds (Å) are listed after each position.
CARTESIAN COORDINATES (ANGSTROEM)
1 C 0.6946 1.2618 1.7861  C2 1.671, H9 1.088, H10 1.088, H11 1.085
2 C -0.3341 0.1029 1.1618  C1 1.671, O3 1.397, C4 1.506, H12 1.093
3 O -1.6596 0.5251 1.2901  C2 1.397, H13 0.965
4 C 0.0892 -0.2155 -0.2483  C2 1.506, C5 1.522, C6 1.525, C7 1.682
5 C -0.1576 0.9162 -1.2354  C4 1.522, H14 1.089, H15 1.089, H16 1.089
6 C 1.5318 -0.7012 -0.3377  C4 1.525, H17 1.088, H18 1.087, H19 1.089
7 C -0.8997 -1.5296 -0.5991  C4 1.682, O8 1.403, H20 1.097, H21 1.092
8 O -1.1049 -1.7650 -1.9671  C7 1.403, H22 0.964
9 H 0.9543 2.0721 1.1087  C1 1.088
10 H 0.1915 1.7305 2.6296  C1 1.088
11 H 1.5942 0.7615 2.1305  C1 1.085
12 H -0.2349 -0.7742 1.8059  C2 1.093
13 H -1.7485 1.3817 0.8554  O3 0.965
14 H 0.6501 1.6459 -1.2607  C5 1.089
15 H -0.2216 0.5866 -2.2711  C5 1.089
16 H -1.0682 1.4995 -1.1055  C5 1.089
17 H 1.7792 -1.3498 0.4999  C6 1.088
18 H 2.2337 0.1294 -0.3362  C6 1.087
19 H 1.6513 -1.2651 -1.2618  C6 1.089
20 H -1.8742 -1.5197 -0.0952  C7 1.097
21 H -0.3946 -2.4290 -0.2414  C7 1.092
22 H -1.6721 -1.0641 -2.3083  O8 0.964

Values from the calculation:
* charge: 0
* LUMO energy: 0.694 eV
* spin multiplicity: 1
* SMILES: C[C@@H](O)C(C)(C)CO

---

Stability comparison, relative energies in kJ/mol: P 123.9; Q 116.9; R 0.0